## one
Computed, not measured: a cluster of 2 separate species, C12H19N2 in total, with wB97M-V/def2-TZVPD.

Each line ends with the Mulliken charge.
Geometry (Å):
C -3.864 -0.465 0.698  -1.05
C -2.455 -0.541 0.875  0.28
C -4.120 0.101 -0.456  -0.21
C -1.881 0.032 -0.231  -0.37
C 1.338 -0.113 1.767  -0.78
C 1.096 -1.361 1.395  -0.55
C 0.696 -0.041 -0.517  -0.25
C 1.167 0.863 0.578  2.48
C 0.811 0.323 -1.915  -1.91
C 0.046 1.855 1.033  -1.70
C 2.412 1.649 0.282  -1.91
C 1.795 -2.324 -0.714  -0.89
N -2.922 0.570 -0.995  -0.11
N 0.829 -1.490 -0.114  0.25
H -4.737 -1.069 1.114  0.27
H -1.956 -1.008 1.718  0.47
H -5.085 0.337 -1.015  0.34
H 1.777 0.097 2.747  0.49
H 1.356 -2.375 1.849  0.44
H 1.885 0.453 -2.310  0.42
H 0.372 1.348 -2.287  0.31
H 0.481 -0.402 -2.642  0.47
H -0.080 2.528 0.193  0.34
H 0.557 2.345 1.856  0.55
H -0.863 1.358 1.245  0.43
H 2.278 2.275 -0.706  0.32
H 3.182 1.045 0.059  0.51
H 2.617 2.357 1.047  0.49
H 1.668 -3.334 -0.307  0.39
H 1.871 -2.403 -1.774  0.37
H 2.790 -1.921 -0.486  0.36
H -2.909 1.218 -1.783  0.24
H -0.153 -1.904 -0.205  0.51

Calculated values
multiplicity: 1
charge: +1
HOMO-LUMO gap (spin up / spin down): 7.66 / 7.15 eV
highest occupied orbital energy (spin up / spin down): -11.684 / -11.394 eV

## two
Computed, not measured: a cluster of 2 separate species, C12H19N2 in total, with wB97M-V/def2-TZVPD.

Each line ends with the Mulliken charge.
Geometry (Å):
C 3.092 -0.396 1.581  -0.40
C 2.831 0.799 2.269  -0.63
C 2.077 -0.856 0.791  -1.11
C 1.651 1.434 2.171  -1.07
C 0.847 -0.176 0.549  1.50
C 0.561 0.896 1.508  0.80
C 0.103 -0.794 -0.492  -1.28
C -0.706 1.257 1.802  1.14
C -0.166 -0.355 -1.812  1.04
C -1.842 0.696 1.090  -1.02
C -1.030 2.129 2.990  -1.42
C 0.245 1.060 -1.993  -1.32
N -0.723 -0.940 -2.816  -0.27
N -1.766 -3.367 -3.388  -0.85
H 4.007 -1.000 1.509  0.38
H 3.683 1.311 2.861  0.29
H 2.326 -1.710 0.013  0.22
H 1.567 2.294 2.784  0.33
H 0.094 -1.930 -0.567  0.33
H -1.650 -0.444 0.900  0.31
H -1.998 1.044 -0.026  0.15
H -2.821 0.842 1.682  0.45
H -2.165 2.353 2.856  0.39
H -0.374 2.975 2.968  0.43
H -0.995 1.628 3.992  0.31
H -0.462 1.689 -2.615  0.42
H 1.126 1.092 -2.704  0.42
H 0.558 1.486 -1.025  0.23
H -1.316 -1.739 -2.786  0.25
H -0.788 -0.422 -3.743  0.26
H -1.232 -4.107 -3.267  0.18
H -2.145 -3.471 -4.350  0.24
H -2.592 -3.280 -2.731  0.28

Calculated values
multiplicity: 1
charge: +1
HOMO-LUMO gap (spin up / spin down): 6.30 / 6.30 eV
highest occupied orbital energy (spin up / spin down): -11.164 / -11.163 eV

two (3.135 eV below the next structure)

## one
Computed, not measured: an isolated molecule of C2H5NOS2, with wB97M-V/def2-TZVPD.

Each line ends with the Mulliken charge.
Geometry (Å):
C -2.145 -0.606 -0.014  -0.77
C 0.365 0.577 -0.243  0.62
H -2.245 0.112 0.834  0.26
H -2.566 -0.176 -0.955  0.26
H -2.778 -1.449 0.298  0.31
H 2.098 1.557 -0.049  0.28
H 3.499 -0.461 0.874  0.13
N 1.725 0.648 -0.096  -0.31
O -0.341 1.565 -0.210  -0.56
S -0.412 -1.056 -0.243  -0.10
S 2.800 -0.712 -0.196  -0.13

Calculated values
multiplicity: 1
HOMO-LUMO gap: 9.85 eV
highest occupied orbital energy: -9.341 eV

## two
Computed, not measured: an isolated molecule of C2H5NOS2, with wB97M-V/def2-TZVPD.

Each line ends with the Mulliken charge.
Geometry (Å):
C -0.254 1.517 -0.010  -0.63
C 1.128 -0.513 -0.282  0.53
H -0.756 1.025 0.841  0.29
H -0.970 1.760 -0.806  0.27
H 0.230 2.407 0.348  0.28
H 0.492 -2.274 0.480  0.28
H -2.051 -0.868 0.692  0.13
N 0.172 -1.381 0.157  -0.29
O 0.733 0.660 -0.685  -0.32
S 2.687 -0.968 -0.267  -0.38
S -1.412 -1.366 -0.468  -0.14

Calculated values
multiplicity: 1
HOMO-LUMO gap: 8.96 eV
highest occupied orbital energy: -8.549 eV

one (0.881 eV below the next structure)

## one
Computed, not measured: a structure of composition C3H9N2O2, with wB97M-V/def2-TZVPD.

Each line ends with the Mulliken charge.
Geometry (Å):
C 0.515 -0.474 0.789  0.56
C -1.738 0.675 0.880  0.22
C 2.534 0.263 0.141  -0.96
N -0.914 -0.363 1.059  -0.08
N 1.132 0.488 0.258  -0.36
O 0.840 -1.709 1.147  -0.52
O -2.961 0.429 1.227  -0.36
H -1.914 0.238 -1.211  -0.17
H -2.040 -0.082 -1.950  0.23
H 2.886 1.018 -0.575  0.29
H 3.054 0.218 1.079  0.35
H 2.636 -0.700 -0.444  0.34
H -1.416 -1.289 1.262  0.33
H -1.462 1.723 0.772  0.38
H 1.801 -1.997 0.921  0.38
H -3.155 -0.347 1.763  0.35

Calculated values
multiplicity: 1
charge: +1
HOMO-LUMO gap: 9.18 eV
highest occupied orbital energy: -14.447 eV

## two
Computed, not measured: a cluster of 2 separate species, C3H9N2O2 in total, with wB97M-V/def2-TZVPD.

Each line ends with the Mulliken charge.
Geometry (Å):
C 2.855 -0.033 0.571  0.24
C -3.359 0.555 -0.249  -0.84
C -1.118 -0.336 -0.256  0.15
N 4.105 0.300 0.313  -0.29
N -2.398 -0.530 -0.294  -0.10
O 1.969 -0.090 -0.281  -0.70
O -0.258 -1.264 -0.279  -0.47
H -4.357 0.152 -0.108  0.31
H -3.131 1.231 0.575  0.33
H -3.340 1.124 -1.180  0.34
H -0.794 0.710 -0.202  0.38
H 4.817 0.310 1.023  0.25
H 4.371 0.512 -0.640  0.25
H -2.750 -1.481 -0.352  0.32
H 0.732 -0.870 -0.264  0.52
H 2.656 -0.289 1.621  0.31

Calculated values
multiplicity: 1
charge: +1
HOMO-LUMO gap: 11.85 eV
highest occupied orbital energy: -14.870 eV

two (3.688 eV below the next structure)

## one
Computed, not measured: a cluster of 3 separate species, C5H18NO2 in total, with wB97M-V/def2-TZVPD.

Each line ends with the Löwdin spin population.
Geometry (Å):
C -0.470 1.733 -1.434  0.01
C -1.084 0.525 -0.776  0.11
C -0.136 -0.670 -0.418  0.12
C 0.370 -1.283 -1.714  0.16
C 1.008 -0.217 0.501  0.06
N -1.806 0.976 0.479  0.01
H 0.032 1.472 -2.359  0.00
H 0.262 2.217 -0.781  0.00
H -1.202 2.498 -1.693  0.01
H -1.871 0.114 -1.414  0.01
H -0.726 -1.418 0.119  0.00
H 0.987 -2.179 -1.399  0.08
H 0.978 -0.580 -2.276  0.00
H -0.437 -1.671 -2.341  0.02
H 1.589 -1.116 0.722  0.02
H 0.674 0.201 1.451  0.00
H 1.639 0.524 0.013  0.00
H -1.178 1.417 1.185  0.00
H -2.271 0.197 0.915  0.00
H -2.529 1.651 0.241  0.00
H -0.454 3.218 2.694  0.00
H -0.299 1.849 3.359  0.00
O -0.598 2.290 2.559  0.00
H 2.125 -4.212 0.407  0.00
H 3.208 -3.428 -0.372  0.00
O 2.335 -3.310 0.060  0.37

Calculated values
multiplicity: 2
charge: +2
HOMO-LUMO gap (spin up / spin down): 13.15 / 4.45 eV
⟨S²⟩: 0.76
highest occupied orbital energy (spin up / spin down): -19.281 / -18.816 eV

## two
Computed, not measured: a cluster of 3 separate species, C5H18NO2 in total, with wB97M-V/def2-TZVPD.

Each line ends with the Löwdin spin population.
Geometry (Å):
C -1.334 0.889 -1.397  0.01
C -1.202 0.805 0.028  0.07
C 0.288 0.959 0.545  0.10
C 0.377 1.460 1.974  0.23
C 1.246 0.591 2.844  0.18
N -0.592 -0.309 -2.011  0.00
H -0.754 1.894 -1.718  0.00
H -2.459 0.848 -1.680  0.00
H -1.813 1.622 0.527  0.00
H -1.475 -0.165 0.474  0.01
H 0.853 -0.054 0.456  0.01
H 0.795 1.583 -0.248  0.04
H 0.685 2.542 1.942  0.11
H -0.656 1.644 2.379  0.08
H 0.540 0.168 3.808  0.07
H 1.996 1.326 3.395  0.08
H 1.871 -0.207 2.609  0.01
H -1.159 -1.030 -1.795  0.00
H -0.457 -0.291 -2.971  0.00
H 0.405 -0.545 -1.681  0.00
H 2.548 -1.490 -0.734  0.00
H 3.081 -1.604 -2.354  0.00
O 2.526 -1.120 -1.670  0.00
H -1.228 -3.589 -1.444  0.00
H -2.467 -3.089 -0.415  0.00
O -1.615 -2.838 -0.863  0.00

Calculated values
multiplicity: 2
charge: +2
HOMO-LUMO gap (spin up / spin down): 12.39 / 4.85 eV
⟨S²⟩: 0.75
highest occupied orbital energy (spin up / spin down): -18.488 / -18.488 eV

one (1.837 eV below the next structure)

## one
Computed, not measured: an isolated molecule of C10H11NO, with wB97M-V/def2-TZVPD.

Each line ends with the Mulliken charge.
Geometry (Å):
C 1.153 2.239 -0.475  -0.53
C 2.106 1.292 -0.319  -0.62
C -1.512 -1.139 -0.347  -0.67
C -0.245 1.886 -0.660  -0.58
C 1.771 -0.108 -0.477  0.18
C -0.213 -1.534 -0.184  0.73
C -2.043 0.221 -0.238  0.16
C -0.991 1.196 0.213  0.73
C 0.186 -2.981 -0.134  -1.27
C -0.719 1.180 1.689  -1.24
N 0.714 -0.586 0.019  -0.14
O -3.213 0.487 -0.433  -0.61
H 1.457 3.261 -0.669  0.39
H 3.150 1.575 -0.359  0.40
H -2.249 -1.892 -0.587  0.35
H -0.622 2.036 -1.667  0.36
H 2.384 -0.657 -1.210  0.33
H 1.115 -3.117 -0.685  0.34
H -0.587 -3.612 -0.562  0.37
H 0.356 -3.293 0.896  0.28
H -1.535 1.693 2.197  0.37
H 0.214 1.688 1.920  0.36
H -0.677 0.164 2.070  0.31

Calculated values
multiplicity: 1
HOMO-LUMO gap: 8.13 eV
highest occupied orbital energy: -8.181 eV

## two
Computed, not measured: an isolated molecule of C10H11NO, with wB97M-V/def2-TZVPD.

Each line ends with the Mulliken charge.
Geometry (Å):
C 1.075 2.347 1.128  -0.74
C 1.813 1.499 2.008  -0.59
C 0.284 1.749 0.130  -0.55
C 1.792 0.145 1.900  -0.78
C 0.194 0.389 0.120  1.01
C 0.920 -0.443 0.949  -0.21
C -1.676 -1.239 0.013  -0.97
C -0.368 -1.954 -0.292  -0.17
C -0.698 -0.427 -0.737  0.47
C -0.788 0.111 -2.188  -0.10
N 0.736 -1.763 0.643  -0.15
O -1.993 -0.360 -2.820  -0.55
H 1.336 3.372 1.074  0.39
H 2.582 2.000 2.526  0.37
H -0.454 2.351 -0.477  0.22
H 2.224 -0.575 2.507  0.46
H -2.539 -1.662 -0.388  0.46
H -1.858 -0.883 1.035  0.24
H -0.283 -2.954 -0.907  0.31
H -0.056 -0.234 -2.913  0.27
H -0.907 1.283 -1.976  0.15
H 1.391 -2.378 0.895  0.13
H -2.727 -0.373 -2.230  0.34

Calculated values
multiplicity: 1
HOMO-LUMO gap: 8.51 eV
highest occupied orbital energy: -7.619 eV

two (0.523 eV below the next structure)